Entry 1:
C28H26BF3MoN9OS3 | ωB97M-V with the def2-TZVPD basis set

The HOMO energy (alpha / beta) comes out at -0.1847 / -0.1995 hartree. Its maximum force is 0.43 eV/Å. Its frontier orbital gap (alpha / beta) is 7.03 / 7.08 eV. The calculation puts the energy above the lowest of the compared OMol25 structures with the same formula, charge and spin at 4.5 kcal per mole. The LUMO energy (alpha / beta) comes out at 0.0737 / 0.0605 hartree. Its total energy is -3238.0736 a.u.

Structure (ORCA input):
```
! RIJCOSX wB97M-V def2-TZVPD def2/J DEFGRID3
* xyz -1 3
Mo -1.201 -0.870 0.700
S -1.743 -3.005 -0.418
S -4.650 -0.317 0.330
S -0.997 -2.763 2.277
F 4.564 -1.827 -6.942
F 3.956 0.200 -7.381
F 2.744 -1.468 -8.042
O -5.595 -0.282 1.444
N -1.580 0.376 2.589
N -0.893 1.540 2.754
N -0.525 2.185 0.369
N -1.169 -6.324 3.492
N 0.886 -0.413 1.360
N 1.234 0.870 1.636
N -2.358 -6.709 -0.766
N -1.272 1.193 -0.180
N -3.251 -0.694 0.525
C 2.566 0.966 1.767
C -1.490 -3.855 1.044
C -2.265 1.376 4.460
C -1.382 -5.829 2.473
C 0.585 -0.946 -2.090
C 3.491 -1.010 -7.017
C -1.293 2.159 3.876
C -0.728 3.462 4.337
C 2.100 0.140 -3.697
C 1.251 -2.059 -4.177
C 3.098 -0.292 1.565
C 1.316 -0.952 -3.321
C 2.009 -1.129 1.299
C -0.051 -0.940 -1.056
C -2.036 -6.044 0.118
C -1.739 1.637 -1.344
C -0.531 3.260 -0.437
C -1.299 2.952 -1.540
C 2.721 -0.969 -5.732
C -1.637 -5.214 1.209
C 3.267 2.245 2.085
C 2.798 0.133 -4.894
C 2.058 -2.580 0.957
C 0.185 4.528 -0.107
C -2.561 0.808 -2.271
C -2.427 0.269 3.617
C -3.425 -0.822 3.802
C 1.948 -2.067 -5.371
B 0.165 1.978 1.735
H 3.070 3.009 1.332
H 0.066 5.233 -0.928
H 1.890 -2.925 -6.028
H 2.150 0.996 -3.037
H 4.137 -0.573 1.598
H 0.647 -2.907 -3.886
H -2.172 0.895 -3.286
H -1.242 3.775 5.244
H 1.822 -3.198 1.823
H 0.338 3.380 4.556
H -2.804 1.575 5.371
H 2.954 2.646 3.050
H -4.352 -0.578 3.284
H 4.340 2.065 2.120
H -3.073 -1.771 3.409
H -3.634 -0.936 4.867
H 3.060 -2.830 0.608
H -1.509 3.589 -2.384
H -0.211 4.986 0.800
H -3.600 1.144 -2.271
H -2.544 -0.239 -1.983
H 1.251 4.358 0.048
H 3.399 0.986 -5.178
H 1.343 -2.820 0.170
H -0.851 4.241 3.584
H 0.679 3.002 2.080
*
```

Entry 2:
C28H26BMnN5S3 | ωB97M-V with the def2-TZVPD basis set

The HOMO energy (alpha / beta) comes out at -0.2235 / -0.2826 hartree. Its maximum force is 0.48 eV/Å. Its frontier orbital gap (alpha / beta) is 5.89 / 7.41 eV. The LUMO energy (alpha / beta) comes out at -0.0071 / -0.0103 hartree. Its total energy is -3726.8192 a.u.

Structure (ORCA input):
```
! RIJCOSX wB97M-V def2-TZVPD def2/J DEFGRID3
* xyz 0 4
Mn -2.486 -0.253 0.239
S -3.227 -2.355 0.763
S -2.263 -0.527 -2.067
S -2.294 0.588 2.412
N -0.300 2.310 3.007
N -4.528 -0.251 0.219
N -0.931 2.490 0.929
N 0.048 0.455 -3.089
N -0.783 1.749 -1.545
C 0.412 3.356 2.461
C 2.967 -0.508 1.034
C 1.780 -3.913 -2.398
C -0.541 -0.590 0.303
C 0.658 -0.850 0.283
C 1.458 -3.042 -1.373
C 3.659 -2.086 -1.494
C -4.751 -1.547 0.494
C 2.005 -1.171 0.159
C 2.393 -2.110 -0.892
C -5.532 0.585 -0.046
C -7.091 -1.188 0.250
C 5.043 -0.458 2.283
C -6.053 -2.054 0.514
C 4.744 0.809 2.767
C 4.170 -1.108 1.426
C 3.551 1.414 2.390
C 3.040 -3.875 -2.985
C 0.374 2.333 -2.014
C -6.841 0.156 -0.036
C -0.174 1.815 4.365
C 3.974 -2.953 -2.527
C -0.964 0.597 -2.214
C -1.134 1.810 2.072
C 0.898 1.533 -2.967
C 0.016 3.464 1.175
C 2.672 0.765 1.542
C 0.251 -0.696 -3.951
B -1.696 2.287 -0.407
H -7.643 0.847 -0.248
H 3.309 2.407 2.751
H 3.293 -4.557 -3.786
H 0.473 -3.067 -0.922
H 0.807 2.098 4.739
H 1.788 1.623 -3.561
H -2.564 1.452 -0.196
H 0.325 4.161 0.420
H 4.392 -1.359 -1.169
H -5.253 1.608 -0.264
H -0.953 2.231 5.003
H 4.955 -2.906 -2.982
H -0.406 -0.649 -4.818
H 1.135 3.908 3.034
H -8.110 -1.554 0.261
H -6.219 -3.099 0.731
H -2.250 3.304 -0.734
H 1.042 -4.628 -2.740
H 4.405 -2.105 1.078
H 5.960 -0.950 2.581
H 1.289 -0.700 -4.273
H 5.432 1.316 3.430
H -0.258 0.731 4.353
H 0.739 3.268 -1.632
H 1.745 1.239 1.245
H 0.045 -1.600 -3.383
*
```